23
Properties=species:S:1:pos:R:3 method="wB97M-V/def2-TZVPD" spin_multiplicity=1 orbital_gap_ha=0.3596 smiles=Cc1ccccc1.CC homo_energy_ev=-8.84 energy_ha=-351.2554 lumo_energy_ev=0.9 de_lowest_kcal_mol=46.93
C 0.837 -0.845 -0.236
C 0.200 -3.284 0.932
C -0.582 -1.542 -2.254
C 1.306 -1.123 1.039
C -0.434 3.676 1.244
C -0.002 -1.705 -0.883
C 1.079 -2.465 1.557
C -0.370 -2.885 -0.251
C -0.462 3.588 -0.284
H 0.421 4.173 -0.671
H 1.640 -2.799 2.503
H -0.211 -4.307 1.173
H 0.434 4.266 1.656
H -0.375 2.597 -0.624
H -1.253 -2.288 -2.803
H -0.172 2.821 1.840
H 0.268 -1.074 -2.845
H -1.383 3.939 1.737
H 0.822 0.095 -0.678
H -1.409 -0.742 -2.150
H -0.994 -3.635 -0.738
H 1.868 -0.512 1.629
H -1.229 4.054 -0.894



26
Properties=species:S:1:pos:R:3 method="wB97M-V/def2-TZVPD" spin_multiplicity=5 orbital_gap_ha="0.2585 / 0.2873" homo_energy_ev="-3.42 / -4.35" energy_ha=-2236.4531 total_charge=-1 lumo_energy_ev="3.6 / 3.5" de_lowest_kcal_mol=17.12
Co 0.047 0.069 -0.091
F -0.775 1.436 4.371
F -2.329 0.023 4.921
F -2.731 1.597 3.489
O -1.027 0.557 1.658
O -1.445 -1.416 2.742
N 1.381 1.129 -0.057
C 1.056 -1.467 -1.384
C -1.345 -0.250 2.543
C -1.049 -2.040 -0.637
C 1.170 -1.908 -0.017
C -1.802 0.699 3.874
C -0.319 -1.591 -1.768
C -0.143 -2.243 0.441
C -1.021 1.225 -1.492
C 0.022 2.045 -0.793
H -2.127 -2.309 -0.615
H -0.385 -2.773 1.387
H -0.445 2.834 -0.121
H 2.115 1.514 0.594
H -2.078 1.259 -1.175
H 0.708 2.552 -1.529
H -0.884 0.990 -2.563
H 1.906 -1.296 -2.082
H 2.116 -2.152 0.517
H -0.729 -1.387 -2.785



63
Properties=species:S:1:pos:R:3 method="wB97M-V/def2-TZVPD" spin_multiplicity=5 orbital_gap_ha="0.1897 / 0.1623" homo_energy_ev="-12.11 / -13.96" energy_ha=-2219.8754 total_charge=+2 lumo_energy_ev="-7.0 / -9.5" de_lowest_kcal_mol=28.82
Pt 0.019 -0.445 -0.835
P 0.053 1.962 -5.311
P -0.089 -1.773 -5.184
F 2.173 2.257 2.603
F 0.539 3.823 1.072
F -1.476 3.078 0.608
F -0.957 3.572 2.670
F 1.546 0.200 3.032
F 0.592 1.867 4.079
O 0.573 1.055 0.572
C 0.392 0.730 -6.627
C 1.540 -2.418 -5.641
C -1.526 2.675 -5.841
C -1.195 0.733 2.257
C -0.425 -0.569 -6.568
C -1.784 -0.503 -3.039
C -0.431 1.655 -2.000
C 0.812 -1.112 -2.986
C -1.211 -3.108 -5.703
C 0.788 2.211 -2.438
C 1.900 1.275 -2.715
C -0.618 -1.446 -2.885
C -0.451 3.024 1.523
C 1.105 1.481 2.866
C 1.312 0.136 -3.627
C 1.320 3.222 -5.623
C 0.255 -1.919 0.449
C -1.587 1.041 -2.796
C -0.003 1.496 1.716
H -1.377 3.182 -6.808
H -2.478 1.343 -2.215
H 2.067 -0.070 -4.416
H -1.237 -3.908 -4.954
H -1.873 3.390 -5.082
H 2.261 0.809 -1.766
H -0.870 -2.501 -2.694
H -2.273 -0.656 -4.021
H -0.220 -1.138 -7.491
H -0.885 -3.529 -6.670
H 1.362 3.909 -4.765
H 1.467 0.513 -6.623
H 0.375 0.560 -4.124
H 1.050 3.775 -6.539
H 0.990 -1.585 1.189
H -2.246 -2.753 -5.816
H -0.848 2.217 -1.159
H 2.313 2.761 -5.745
H -1.714 1.540 -3.772
H 1.866 -3.119 -4.868
H -0.899 -0.309 2.428
H 0.625 -2.785 -0.111
H 1.477 -2.947 -6.603
H -0.684 -2.157 0.967
H -1.989 0.739 1.507
H 1.040 3.247 -2.165
H 2.301 -1.632 -5.705
H -1.550 1.203 3.184
H 1.557 -1.883 -2.734
H 0.163 1.269 -7.556
H -2.571 -0.817 -2.350
H 2.743 1.754 -3.267
H -1.501 -0.348 -6.585
H -2.287 1.887 -5.939



61
Properties=species:S:1:pos:R:3 method="wB97M-V/def2-TZVPD" spin_multiplicity=1 orbital_gap_ha=0.2678 homo_energy_ev=-6.87 energy_ha=-2754.3849 lumo_energy_ev=0.4 de_lowest_kcal_mol=26.41
Ir 0.101 0.621 -0.429
S -0.942 -0.266 -2.486
S 1.914 1.320 -1.792
P 1.589 0.867 1.296
P -0.203 -1.485 0.400
O -1.197 0.836 1.233
N -0.613 2.494 -1.104
N -0.024 3.163 -2.176
N 1.799 3.289 -3.530
C 0.364 -1.464 2.136
C -0.384 -2.013 -4.432
C -3.797 3.299 0.492
C -3.217 1.281 2.292
C 1.481 -1.676 -2.980
C -4.386 2.004 2.407
C -1.962 -1.922 0.405
C 1.449 -1.447 4.697
C 1.119 2.674 -2.528
C 1.226 -0.435 2.524
C -4.692 3.018 1.502
C 1.664 -3.216 -4.829
C 0.163 -1.374 -3.311
C 0.351 -2.917 -5.177
C -1.713 3.027 -0.720
C 0.562 -2.448 4.323
C -2.304 1.544 1.255
C 0.027 -2.462 3.046
C 1.783 -0.447 3.799
C 0.555 -3.020 -0.216
C 1.493 2.441 2.198
C -2.600 2.585 0.343
C 3.366 0.657 0.977
C 2.218 -2.584 -3.727
H 3.683 1.360 0.213
H -5.610 3.582 1.592
H 1.304 3.995 -4.049
H -2.970 0.501 3.000
H -4.010 4.096 -0.212
H -0.650 -3.258 2.760
H -2.011 3.915 -1.270
H 1.634 -2.908 -0.300
H 0.327 -3.826 0.483
H -2.550 -1.198 0.963
H -0.106 -3.394 -6.036
H 1.939 -1.203 -2.121
H -2.097 -2.918 0.831
H 2.243 -3.923 -5.409
H 2.210 2.511 3.018
H -2.283 -1.935 -0.636
H 0.158 -3.262 -1.200
H 1.875 -1.445 5.692
H 0.296 -3.224 5.029
H -5.070 1.776 3.216
H 1.691 3.240 1.482
H 2.532 2.782 -3.991
H 2.466 0.337 4.105
H 3.241 -2.794 -3.438
H -1.405 -1.787 -4.714
H 3.563 -0.356 0.627
H 3.928 0.838 1.895
H 0.480 2.551 2.584



Please write out number 1 again, unchanged.
23
Properties=species:S:1:pos:R:3 method="wB97M-V/def2-TZVPD" spin_multiplicity=1 orbital_gap_ha=0.3596 smiles=Cc1ccccc1.CC homo_energy_ev=-8.84 energy_ha=-351.2554 lumo_energy_ev=0.9 de_lowest_kcal_mol=46.93
C 0.837 -0.845 -0.236
C 0.200 -3.284 0.932
C -0.582 -1.542 -2.254
C 1.306 -1.123 1.039
C -0.434 3.676 1.244
C -0.002 -1.705 -0.883
C 1.079 -2.465 1.557
C -0.370 -2.885 -0.251
C -0.462 3.588 -0.284
H 0.421 4.173 -0.671
H 1.640 -2.799 2.503
H -0.211 -4.307 1.173
H 0.434 4.266 1.656
H -0.375 2.597 -0.624
H -1.253 -2.288 -2.803
H -0.172 2.821 1.840
H 0.268 -1.074 -2.845
H -1.383 3.939 1.737
H 0.822 0.095 -0.678
H -1.409 -0.742 -2.150
H -0.994 -3.635 -0.738
H 1.868 -0.512 1.629
H -1.229 4.054 -0.894